# 1
{"formula": "CH3N3O", "method": "ωB97M-V/def2-TZVPD", "symbols": ["C", "N", "N", "N", "O", "H", "H", "H"], "xyz": [[0.54, 0.00, 1.15], [0.92, 0.71, 0.19], [0.78, -0.80, 2.08], [-0.57, -0.05, -2.00], [0.46, 1.23, -0.83], [-1.27, 0.53, -2.22], [0.09, -1.12, 2.76], [-0.95, -0.51, -1.14]], "mulliken_charge": [0.39, 0.10, -0.45, -0.43, -0.35, 0.24, 0.28, 0.22], "e_above_lowest_ev": 6.7864, "e_homo_ha": [-0.341, -0.339], "multiplicity": 1, "e_lumo_ev": [-0.42, -1.22], "homo_lumo_gap_ha": [0.3258, 0.2941]}

=====

# 2
{"formula": "C43H95F3N4O7", "method": "ωB97M-V/def2-TZVPD", "symbols": ["C", "C", "N", "C", "C", "C", "C", "H", "H", "H", "H", "H", "H", "H", "H", "H", "H", "H", "H", "H", "H", "H", "C", "C", "N", "C", "C", "C", "C", "H", "H", "H", "H", "H", "H", "H", "H", "H", "H", "H", "H", "H", "H", "H", "C", "C", "N", "C", "C", "C", "C", "H", "H", "H", "H", "H", "H", "H", "H", "H", "H", "H", "H", "H", "H", "H", "C", "C", "N", "C", "C", "C", "C", "H", "H", "H", "H", "H", "H", "H", "H", "H", "H", "H", "H", "H", "H", "H", "C", "C", "O", "C", "O", "C", "F", "F", "F", "H", "H", "H", "H", "H", "C", "C", "O", "C", "H", "H", "H", "H", "H", "H", "C", "C", "O", "C", "H", "H", "H", "H", "H", "H", "C", "C", "O", "C", "H", "H", "H", "H", "H", "H", "C", "C", "O", "C", "H", "H", "H", "H", "H", "H", "C", "C", "O", "C", "H", "H", "H", "H", "H", "H"], "xyz": [[-3.87, 0.97, 0.08], [-2.82, -0.03, 0.57], [-1.45, 0.36, 0.33], [-1.03, 0.44, -1.06], [-0.71, -0.93, -1.69], [-0.50, -0.30, 1.19], [0.91, 0.28, 1.24], [-3.85, 1.90, 0.64], [-4.85, 0.48, 0.17], [-3.73, 1.17, -0.98], [-2.97, -0.11, 1.64], [-3.03, -1.01, 0.10], [-1.83, 0.93, -1.61], [-0.16, 1.08, -1.20], [0.12, -1.40, -1.14], [-1.58, -1.58, -1.67], [-0.32, -0.86, -2.70], [-0.37, -1.34, 0.84], [-0.81, -0.42, 2.23], [1.56, -0.18, 1.98], [0.93, 1.33, 1.52], [1.39, 0.16, 0.26], [1.72, 2.00, 7.15], [0.20, 2.07, 7.06], [-0.29, 2.30, 5.69], [-1.74, 2.44, 5.71], [-2.33, 2.98, 4.42], [0.20, 1.33, 4.73], [-0.23, -0.13, 5.05], [2.02, 2.04, 8.20], [2.16, 2.87, 6.67], [2.06, 1.04, 6.75], [-0.31, 1.21, 7.50], [-0.17, 2.92, 7.64], [-2.22, 1.47, 5.91], [-1.96, 3.16, 6.49], [-3.41, 2.84, 4.43], [-2.12, 4.04, 4.32], [-2.00, 2.51, 3.49], [1.29, 1.40, 4.67], [-0.20, 1.56, 3.74], [-1.29, -0.36, 4.97], [0.12, -0.39, 6.05], [0.26, -0.83, 4.36], [-0.61, 4.25, -4.02], [0.08, 2.99, -3.48], [1.22, 2.54, -4.27], [0.76, 2.12, -5.60], [1.88, 2.02, -6.61], [1.86, 1.44, -3.57], [2.59, 1.84, -2.28], [-1.02, 4.87, -3.23], [-1.34, 4.13, -4.81], [0.18, 4.92, -4.39], [0.40, 3.17, -2.45], [-0.68, 2.20, -3.37], [0.28, 1.13, -5.47], [-0.02, 2.78, -5.96], [2.80, 1.55, -6.24], [1.56, 1.50, -7.51], [2.25, 3.03, -6.83], [2.65, 0.99, -4.17], [1.13, 0.65, -3.32], [1.90, 2.05, -1.45], [3.22, 2.71, -2.46], [3.26, 1.04, -1.98], [1.82, -2.23, -3.77], [3.21, -1.88, -3.25], [3.26, -1.72, -1.80], [4.58, -1.24, -1.40], [4.56, -0.66, 0.03], [2.82, -2.88, -1.05], [3.61, -4.19, -1.25], [1.46, -3.24, -3.53], [1.88, -2.24, -4.86], [1.07, -1.52, -3.43], [3.91, -2.62, -3.65], [3.44, -0.91, -3.70], [5.37, -2.00, -1.41], [4.83, -0.40, -2.05], [4.50, -1.38, 0.85], [5.41, 0.01, 0.19], [3.71, 0.02, 0.16], [1.77, -3.05, -1.32], [2.78, -2.67, 0.02], [4.56, -4.06, -0.75], [3.74, -4.50, -2.29], [3.08, -5.00, -0.75], [-1.65, -2.50, -4.89], [-2.21, -3.74, -5.57], [-1.34, -4.15, -6.63], [-0.36, -4.98, -6.31], [-0.05, -5.30, -5.21], [0.41, -5.42, -7.59], [0.56, -6.75, -7.59], [-0.17, -5.03, -8.71], [1.65, -4.88, -7.51], [-0.76, -2.68, -4.30], [-2.47, -2.00, -4.36], [-1.38, -1.80, -5.68], [-3.18, -3.45, -5.99], [-2.43, -4.54, -4.87], [-2.11, 3.85, -0.23], [-2.29, 4.69, 1.00], [-3.39, 4.86, 1.45], [-1.06, 5.19, 1.71], [-1.45, 4.29, -0.99], [-3.08, 3.77, -0.73], [-1.81, 2.83, 0.02], [-0.57, 4.36, 2.24], [-1.39, 5.83, 2.52], [-0.34, 5.67, 1.06], [2.68, -2.54, 2.96], [2.75, -2.20, 4.44], [3.36, -1.23, 4.82], [2.31, -3.27, 5.41], [1.67, -2.66, 2.58], [3.33, -3.37, 2.69], [3.04, -1.65, 2.43], [1.71, -4.02, 4.91], [1.75, -2.73, 6.18], [3.19, -3.72, 5.87], [-7.44, 1.41, 0.03], [-7.66, 0.36, -1.04], [-7.14, 0.41, -2.13], [-8.60, -0.75, -0.65], [-6.84, 2.25, -0.32], [-6.93, 0.92, 0.86], [-8.39, 1.85, 0.32], [-8.31, -1.22, 0.29], [-8.59, -1.55, -1.40], [-9.65, -0.49, -0.55], [-2.21, -3.97, 1.46], [-1.88, -3.08, 2.63], [-0.76, -2.90, 3.03], [-3.07, -2.41, 3.29], [-1.26, -4.36, 1.08], [-2.70, -3.48, 0.63], [-2.76, -4.85, 1.82], [-3.70, -3.18, 3.74], [-3.67, -1.83, 2.59], [-2.75, -1.73, 4.07], [3.43, 2.47, 1.93], [4.90, 2.50, 1.64], [5.33, 2.88, 0.58], [5.82, 2.02, 2.73], [3.20, 3.20, 2.72], [3.09, 1.49, 2.28], [2.83, 2.73, 1.06], [6.36, 2.83, 3.22], [6.57, 1.42, 2.21], [5.35, 1.40, 3.49]], "mulliken_charge": [-1.26, 0.01, 1.39, -0.98, 0.14, -0.81, 0.48, 0.12, 0.23, 0.22, 0.08, 0.02, 0.55, -0.06, -0.39, 0.13, -0.13, 0.06, 0.48, -0.24, 0.06, -0.56, -1.23, -0.46, 0.25, -0.47, -0.64, 0.02, 0.20, 0.45, 0.28, 0.19, 0.41, 0.51, 0.32, 0.47, 0.44, 0.24, -0.28, 0.33, -0.91, -0.31, 0.54, -0.46, -1.58, 0.36, -0.03, 0.10, -1.41, 0.83, -0.63, 0.40, 0.35, 0.37, 0.22, 0.01, -0.04, 0.37, 0.28, 0.38, 0.36, 0.70, -0.48, -0.25, 0.41, -0.31, -0.89, -1.34, 1.35, -1.50, -0.55, -0.08, -1.78, 0.65, 0.49, -0.30, 0.40, 0.36, 0.58, 0.49, 0.48, 0.50, -0.27, 0.30, -0.12, 0.37, 0.28, 0.47, -0.55, -0.51, -0.30, 0.47, -0.54, 0.80, -0.25, -0.24, -0.24, -0.02, 0.42, 0.27, 0.40, 0.33, 0.16, 0.84, -0.60, -1.13, 0.30, 0.32, -0.81, 0.07, 0.36, 0.41, -0.01, 0.68, -0.59, -1.27, 0.13, 0.66, -0.60, 0.29, 0.29, 0.44, -1.12, 0.97, -0.55, -1.18, 0.26, 0.28, 0.44, 0.31, 0.34, 0.33, -1.27, 1.04, -0.48, -0.97, 0.30, 0.22, 0.46, 0.48, 0.19, 0.13, -0.30, 0.68, -0.59, -1.14, 0.62, -0.25, 0.13, 0.40, 0.32, 0.23], "e_homo_ha": -0.302, "multiplicity": 1, "smiles": "CCOC(=O)C(F)(F)F.CCN(CC)CC.CCN(CC)CC.CCN(CC)CC.CCN(CC)CC.CC(C)=O.CC(C)=O.CC(C)=O.CC(C)=O.CC(C)=O", "e_lumo_ev": 0.20, "homo_lumo_gap_ha": 0.3092}

=====

Number 1: DFT total energy -279.17784 a.u.. Number 2: DFT total energy -2740.61468 a.u..